C4H8O in the gas phase in a non-equilibrium geometry, computed with ωB97M-V with the def2-TZVPD basis set.

The geometry in XYZ format:
```
13
Properties=species:S:1:pos:R:3:forces:R:3
C 0.179 -0.723 0.994 0.87 0.43 -0.34
C 0.164 0.865 0.966 -0.34 -1.60 -0.74
C 0.277 1.138 -0.587 -0.39 -0.98 -1.07
O 0.205 -0.344 -1.283 -2.89 2.51 3.26
C -0.726 -0.981 -0.197 -0.83 -0.85 -2.39
H -0.228 -1.150 1.897 0.00 0.07 0.53
H 1.253 -1.117 0.816 -1.92 0.45 0.17
H 0.992 1.312 1.547 -0.67 -0.08 -0.30
H -0.855 1.093 1.348 0.90 0.51 -0.10
H -0.646 1.825 -1.013 2.65 -1.83 0.87
H 1.336 1.507 -0.808 -1.80 -0.31 -0.18
H -1.002 -2.167 -0.535 1.04 3.52 0.98
H -1.858 -0.348 -0.047 3.37 -1.83 -0.70
```
Forces are in eV/Å.

Relative energy (zero: lowest compared OMol25 entry of this formula, charge and spin), kcal/mol: 67.5
Kohn-Sham gap, eV: 10.91
Maximum force, eV/A: 5.03
Net charge: 0
E_LUMO, Eh: 0.0406
SMILES: C1CCOC1

***

A molecular structure, C28H27N3O6RbS2, computed with ωB97M-V with the def2-TZVPD basis set.

The geometry in XYZ format:
```
67
Properties=species:S:1:pos:R:3:forces:R:3
Rb 0.962 0.630 -0.085 0.10 0.16 -0.05
O -0.866 4.951 3.746 -0.11 -0.04 -0.09
C -0.003 4.310 2.953 0.04 0.17 0.06
O 0.042 4.448 1.757 0.02 -0.05 -0.01
C 0.901 3.384 3.739 -0.05 -0.04 0.06
O 1.020 2.200 3.008 0.09 0.00 0.04
C 1.451 1.087 3.799 -0.12 0.01 -0.08
C 1.423 -0.080 2.794 0.04 0.06 -0.03
O 0.286 -0.574 2.591 -0.05 -0.05 0.04
O 2.475 -0.309 2.170 0.07 -0.05 0.12
H -1.567 5.365 3.186 0.03 -0.02 0.02
H 1.874 3.874 3.896 -0.02 -0.01 -0.02
H 0.449 3.204 4.720 0.01 0.00 0.00
H 2.451 1.264 4.204 0.02 0.01 -0.06
H 0.729 0.925 4.607 0.04 -0.02 0.03
S -0.240 -3.542 -3.192 0.01 -0.02 0.01
C -0.123 -4.161 -1.579 -0.02 0.00 -0.02
C -0.175 -5.475 -1.125 0.00 0.01 0.01
C -0.047 -5.702 0.234 0.00 0.00 -0.01
C 0.130 -4.637 1.123 0.00 0.00 0.00
C 0.181 -3.330 0.677 0.01 -0.02 -0.01
C 0.048 -3.090 -0.692 0.00 0.00 0.00
N 0.071 -1.836 -1.281 -0.06 -0.03 -0.06
C -0.068 -1.892 -2.566 -0.02 0.03 0.01
C -0.080 -0.746 -3.501 -0.01 0.00 -0.02
C -0.631 -0.970 -4.774 0.00 0.00 0.00
C -0.656 0.046 -5.708 0.00 0.00 -0.01
C -0.130 1.286 -5.354 -0.01 -0.01 -0.01
C 0.393 1.482 -4.084 0.03 0.02 0.04
C 0.457 0.493 -3.079 -0.04 -0.14 0.01
H -0.309 -6.297 -1.817 0.00 0.00 0.00
H -0.081 -6.717 0.610 0.00 0.00 0.00
H 0.235 -4.838 2.182 0.00 0.00 0.00
H 0.327 -2.498 1.360 0.01 0.00 0.00
H -1.062 -1.933 -5.035 0.00 0.00 0.00
H -1.086 -0.118 -6.689 0.00 0.00 0.00
H -0.140 2.100 -6.074 0.00 0.00 0.00
H 0.771 2.479 -3.860 0.00 0.00 0.00
C -2.825 -1.082 1.429 -0.01 0.00 0.05
C -3.151 0.200 2.190 -0.05 0.02 -0.05
C -2.253 1.361 1.787 -0.01 -0.04 0.01
N -2.448 1.710 0.376 0.09 0.04 -0.01
C -2.443 2.912 -0.211 -0.07 -0.06 0.00
S -2.296 3.138 -1.837 0.01 -0.01 0.00
N -2.538 4.032 0.649 -0.09 0.06 0.05
C -3.438 4.337 1.617 0.08 -0.07 0.00
O -3.228 5.276 2.383 -0.01 0.04 0.03
C -4.689 3.528 1.727 0.00 0.02 -0.02
C -5.355 3.037 0.609 0.01 0.00 0.01
C -6.526 2.312 0.772 0.00 -0.01 0.00
C -7.023 2.066 2.044 -0.01 0.00 -0.01
C -6.361 2.563 3.159 0.01 0.01 0.00
C -5.202 3.305 3.000 0.00 -0.02 0.00
H -3.422 -1.916 1.801 0.00 0.00 -0.01
H -1.772 -1.335 1.558 -0.01 0.00 -0.03
H -3.039 -0.996 0.360 0.01 0.00 -0.01
H -2.994 0.028 3.257 0.01 0.02 0.01
H -4.198 0.488 2.052 -0.01 -0.01 0.01
H -1.213 1.075 1.969 0.01 0.00 -0.05
H -2.456 2.235 2.398 -0.02 0.03 0.01
H -2.375 0.952 -0.291 -0.04 -0.01 0.00
H -1.796 4.710 0.532 0.03 -0.01 0.01
H -4.969 3.226 -0.385 0.02 0.00 -0.01
H -7.047 1.933 -0.098 0.00 0.00 0.00
H -7.930 1.488 2.167 0.00 0.00 0.00
H -6.748 2.373 4.152 0.00 0.00 0.00
H -4.677 3.713 3.854 0.00 0.00 0.00
```
Forces are in eV/Å.

Relative energy (zero: lowest compared OMol25 entry of this formula, charge and spin), kcal/mol: 0.0
Kohn-Sham gap, eV: 6.08
Maximum force, eV/A: 0.20
Net charge: -1
E_LUMO, Eh: 0.0780

***

A molecular structure, C38H34KN7P in a non-equilibrium geometry, computed with ωB97M-V with the def2-TZVPD basis set.

The geometry in XYZ format:
```
81
Properties=species:S:1:pos:R:3:forces:R:3
K 13.316 9.172 12.059 -0.25 0.11 -0.13
C 10.663 13.052 13.301 -1.21 0.55 0.23
C 11.711 12.412 12.658 0.91 -0.19 -1.32
N 12.594 11.675 13.267 -0.42 -0.20 0.68
C 12.407 11.446 14.598 0.71 -0.18 -0.44
C 11.291 11.939 15.320 0.97 0.99 -1.59
C 10.466 12.845 14.627 0.20 -0.97 0.03
C 11.141 11.673 16.655 0.22 -1.03 2.21
C 12.119 10.893 17.256 0.44 -0.46 0.76
C 13.311 10.455 16.592 -1.08 -0.29 0.65
C 13.456 10.660 15.213 -0.30 -0.16 0.42
N 14.381 10.091 14.408 -0.51 0.07 0.56
C 15.543 9.689 14.933 1.13 0.94 -0.96
C 16.282 10.320 15.929 0.05 0.17 1.19
C 17.541 9.860 16.395 -0.57 1.28 -0.21
C 18.238 8.856 15.744 -2.04 0.51 0.28
C 17.570 8.257 14.649 0.31 0.28 0.19
C 18.169 7.157 13.978 0.57 0.80 0.85
C 17.581 6.632 12.891 -1.05 0.07 -0.78
C 16.307 7.178 12.488 0.60 -0.42 -0.24
N 15.720 8.143 13.128 -0.18 0.20 -0.26
C 16.313 8.738 14.198 0.22 -1.84 -0.04
H 9.940 13.655 12.777 0.11 0.21 -0.38
H 11.910 12.480 11.583 -0.46 0.31 0.20
H 9.657 13.237 15.201 -0.60 0.57 -0.01
H 10.280 12.047 17.229 0.41 -0.24 -0.36
H 11.957 10.557 18.315 0.32 0.49 -1.01
H 14.031 9.801 17.122 -0.59 0.57 -0.30
H 15.809 11.191 16.408 0.40 -0.51 -0.05
H 17.891 10.477 17.244 0.37 -0.83 -0.45
H 19.080 8.376 16.146 1.26 -0.28 0.42
H 19.140 6.822 14.378 -0.51 -0.01 -0.40
H 18.080 5.853 12.351 -0.13 -0.40 -0.34
H 15.745 6.817 11.609 0.56 -0.15 0.38
C 10.137 6.107 15.391 -0.26 -2.05 -0.83
C 9.769 5.578 14.135 -0.75 1.02 -0.21
C 9.800 6.358 12.950 0.12 -0.54 1.31
C 10.360 7.648 12.934 0.94 -0.36 -0.11
C 10.946 8.024 14.170 -0.87 0.92 -0.52
C 10.806 7.290 15.356 0.27 1.00 -0.57
N 10.639 8.425 11.763 -0.17 -0.90 2.07
C 9.741 8.632 10.833 -0.73 -0.12 0.00
C 8.340 8.221 10.872 -0.11 0.84 -1.07
C 7.466 8.523 9.816 1.27 -0.35 2.35
C 7.926 9.187 8.693 0.37 0.78 -1.59
C 9.254 9.614 8.626 -1.18 -0.47 0.03
C 10.149 9.373 9.660 -0.10 0.18 0.40
N 11.452 9.856 9.667 -0.34 -0.72 1.30
N 11.880 10.311 8.611 0.81 0.83 -2.08
C 13.235 10.809 8.647 -1.42 -0.34 -0.10
C 13.812 11.094 7.395 0.88 0.39 1.41
C 15.103 11.604 7.483 0.19 0.13 -1.15
C 15.752 11.794 8.682 -0.92 -0.56 1.46
C 15.064 11.478 9.879 -1.12 -0.54 -1.65
N 13.786 10.991 9.837 2.13 0.70 -0.10
H 9.979 5.531 16.339 0.31 0.55 -1.05
H 9.350 4.586 14.081 -0.17 -0.15 -0.06
H 9.354 5.957 12.068 -0.04 -0.35 -0.56
H 11.286 9.061 14.137 0.53 -0.32 0.55
H 11.235 7.593 16.279 0.35 0.91 0.52
H 7.955 7.797 11.789 0.00 -0.08 -0.03
H 6.422 8.344 10.009 -0.31 -0.26 -0.37
H 7.239 9.415 7.859 0.44 -0.10 0.52
H 9.602 10.134 7.757 0.14 0.28 -0.28
H 13.278 10.940 6.475 -0.12 -0.06 -0.07
H 15.730 11.898 6.628 -0.76 -0.34 -0.08
H 16.764 12.129 8.601 0.41 0.25 0.61
H 15.472 11.548 10.868 0.33 0.23 0.27
C 12.864 4.908 7.782 0.13 -0.70 2.24
P 12.463 6.561 8.535 0.83 0.24 -0.62
C 12.517 7.433 6.902 -0.96 0.93 -0.37
C 10.659 6.392 8.711 -0.19 -0.68 -0.40
H 12.256 4.652 6.942 -0.63 -0.14 -0.54
H 12.721 4.162 8.618 -0.03 0.48 -0.95
H 13.901 4.802 7.499 0.40 0.28 -0.09
H 11.878 6.927 6.172 -0.22 -0.11 0.12
H 13.489 7.425 6.443 0.76 -0.06 0.14
H 12.183 8.498 6.915 0.19 -0.75 0.36
H 10.357 5.603 7.985 -0.31 0.62 0.51
H 10.200 7.357 8.522 -0.10 -0.15 -0.45
H 10.342 6.160 9.728 0.23 -0.36 -0.04
```
Forces are in eV/Å.

Relative energy (zero: lowest compared OMol25 entry of this formula, charge and spin), kcal/mol: 41.7
Kohn-Sham gap, eV: 5.78
Maximum force, eV/A: 2.70
Net charge: -1
E_LUMO, Eh: 0.0810